(1)
ORCA calculation (ωB97M-V/def2-TZVPD) on a structure of composition C13H28ClCrIN3O2P2.

```
51
Properties=species:S:1:pos:R:3:forces:R:3
C -4.76166 -0.51226 -3.75823 -0.4523 -0.0360 -0.0928
C -3.98789 -0.86664 -2.55438 -2.0461 -0.4251 1.1019
H -5.83535 -0.61571 -3.57440 0.2481 0.0299 0.1051
H -4.46692 -1.18063 -4.57638 0.0417 0.2354 0.0458
H -4.53812 0.52487 -4.04054 0.0783 -0.1959 -0.0593
O -4.46262 -1.14751 -1.44162 1.8786 0.5835 -2.0098
I -2.53609 -2.41164 1.97442 -0.8376 -0.6387 0.9135
Cr -2.66155 -1.51064 -0.28084 1.4606 0.4013 -0.5344
P -2.05837 0.67165 0.50440 0.1674 0.2227 0.3601
C -1.03259 0.83613 1.98030 0.1120 -0.1880 0.2939
C -1.32886 1.80366 -0.68387 0.1627 -0.0211 -0.4295
H -1.53870 2.82384 -0.33495 0.0941 -0.1923 -0.1418
H -3.59560 2.46989 0.80335 -0.1495 -0.2446 0.1110
H -1.78295 1.64781 -1.66892 0.1117 0.2628 0.1443
H -4.43507 0.98302 0.24268 0.0501 0.2657 0.2304
H 0.03725 0.75671 1.72466 -0.3261 0.0310 -0.0117
H -0.23597 1.65036 -0.74861 -0.3718 0.0173 0.0176
C -3.66547 1.38027 0.91841 -0.3505 -0.0321 0.0059
H -1.22187 1.82606 2.41962 0.0361 -0.1806 -0.1449
H -3.92847 1.12286 1.95080 -0.0261 0.0536 -0.2315
H -1.29263 0.05475 2.70646 0.0482 0.3995 -0.1683
P -0.29963 -2.17998 -0.45067 0.5207 -0.2549 0.4011
C 0.78725 -2.22337 1.00288 -0.1119 -0.0228 0.3336
C -0.53566 -3.90716 -0.95432 -0.1085 -0.1236 0.0168
H 0.37765 -1.61376 -2.70625 0.2234 -0.0166 0.0768
H 1.75911 -2.03482 -1.64604 -0.2645 0.0558 -0.0592
H 1.00661 -0.42489 -1.50477 -0.0475 -0.3250 -0.0522
C 0.80637 -1.49107 -1.70673 -0.2127 0.4363 -0.2042
H -1.33635 -3.96802 -1.70261 0.1993 -0.1535 0.0415
H 0.40009 -4.27652 -1.39151 -0.2266 -0.0066 0.0592
H 1.64349 -2.87304 0.77160 -0.2115 0.1466 -0.0041
H 0.24595 -2.61974 1.87135 0.3272 0.0515 -0.3166
H -0.81181 -4.51834 -0.08847 0.0360 0.0931 -0.1873
H 1.16265 -1.21198 1.23108 -0.1344 -0.2710 -0.1893
Cl -2.24452 -0.91184 -2.84234 -0.2504 -0.0976 0.4598
C 4.07609 2.57915 -1.03730 0.0634 0.2287 -0.5306
N 3.73739 1.95221 0.23072 -0.0669 -0.0265 -0.1264
C 4.60229 1.97035 1.27401 -0.4918 -0.3159 0.3019
C 4.24790 1.36770 2.44363 0.4760 0.2487 -0.0648
C 2.97852 0.73605 2.49671 -0.2512 -0.2246 0.1360
N 2.14270 0.70441 1.46357 0.2756 0.2498 -0.1542
C 2.49601 1.31814 0.30316 -0.1866 0.0190 -0.3878
O 1.76873 1.33800 -0.71065 0.4157 -0.1025 0.8619
N 2.58086 0.11227 3.63007 -0.0390 0.0491 -0.0839
H 4.07486 1.83370 -1.84183 0.0336 0.1959 0.2404
H 5.06678 3.03025 -0.95092 -0.1836 -0.0682 -0.0467
H 3.33660 3.34800 -1.29101 0.2215 -0.1929 0.1054
H 5.54557 2.48524 1.08696 -0.2639 -0.2081 0.2639
H 4.89568 1.35498 3.31008 0.0444 0.0817 -0.1656
H 3.15742 0.12694 4.45802 -0.1360 -0.0143 -0.1668
H 1.66092 -0.30968 3.68917 0.4205 0.2201 -0.0638
```
Positions in Å, forces in eV/Å.

Expectation value of S²: 3.98
M: 534.7 g mol⁻¹
Kohn-Sham gap (spin up / spin down): 0.223 / 0.255 Ha
HOMO energy (spin up / spin down): -13.8611 / -13.8611 eV
Multiplicity: 4
Charge: +2
LUMO level (spin up / spin down): -7.79 / -6.92 eV
E_tot: -3311.51350 Ha
ΔE to the lowest compared entry with this formula, charge and spin: 4.2 kcal/mol

***

(2)
ORCA calculation (ωB97M-V/def2-TZVPD) on the ion C4H3O2 with charge +1.

```
9
Properties=species:S:1:pos:R:3:forces:R:3
C -0.13925 0.05271 0.83111 -1.3881 -0.2634 1.3827
C 0.51772 0.61340 -1.37906 1.3834 1.7695 -0.7723
C -0.68210 0.36294 -0.66837 -1.2863 1.3371 0.8807
C 0.78596 -0.21169 -0.25778 1.9827 -0.2873 -0.0453
O -0.83531 -0.94733 1.42667 0.5037 0.9730 -2.3150
O -0.01400 -0.74251 -1.31881 -0.9205 -3.3452 -0.8734
H 0.17710 1.03198 1.27350 -0.6549 -0.9778 0.4680
H 0.99995 1.05179 -2.24772 -0.2362 0.1058 0.3266
H -0.81006 -1.21127 2.34045 0.6163 0.6882 0.9479
```
Positions in Å, forces in eV/Å.

M: 83.1 g mol⁻¹
Kohn-Sham gap: 0.422 Ha
HOMO energy: -17.2813 eV
Charge: +1
LUMO level: -5.80 eV
E_tot: -304.13888 Ha
ΔE to the lowest compared entry with this formula, charge and spin: 128.6 kcal/mol